# 1
Below is 2 unconnected molecules or ions with the total composition C9H22N3O2, with properties calculated with the ωB97M-V functional and the def2-TZVPD basis.

Atoms and positions in Å:
C  2.54  0.96  1.58
C  2.21  1.44  0.19
O  0.95  0.98  -0.35
C  0.08  0.29  0.41
C  -0.99  -0.41  -0.40
N  -1.97  -0.75  0.67
C  -1.82  0.23  1.61
N  -2.66  0.32  2.62
N  -0.80  1.09  1.41
C  -1.25  2.46  0.99
C  -0.23  3.55  1.29
H  3.51  1.38  1.85
H  1.82  1.27  2.33
H  2.66  -0.13  1.62
H  2.19  2.53  0.14
H  2.97  1.11  -0.51
H  0.55  -0.48  1.03
H  -1.42  0.27  -1.13
H  -0.59  -1.28  -0.91
H  -1.84  -1.67  1.08
H  -2.37  0.73  3.50
H  -3.62  0.01  2.52
H  -1.52  2.43  -0.06
H  -2.16  2.66  1.56
H  -0.44  4.03  2.24
H  -0.27  4.32  0.52
H  0.79  3.17  1.31
C  0.55  -2.55  -3.38
C  0.61  -4.03  -3.05
O  0.09  -4.29  -1.75
H  1.11  -1.99  -2.64
H  0.95  -2.34  -4.37
H  -0.49  -2.21  -3.37
H  1.65  -4.37  -3.03
H  0.08  -4.63  -3.79
H  -0.85  -4.08  -1.76

## Properties
* net charge: +1
* DFT total energy: -670.6137 a.u.
* HOMO energy: -12.808 eV
* HOMO-LUMO gap: 0.34559 hartree
* relative energy (zero: lowest compared OMol25 entry of this formula, charge and spin): 1.379 eV

# 2
Below is 2 unconnected molecules or ions with the total composition C9H22N4O2 at a distorted geometry, with properties calculated with the ωB97M-V functional and the def2-TZVPD basis.

Atoms and positions in Å:
C  0.44  -0.99  0.60
C  0.57  1.55  0.43
C  -0.08  -2.33  0.26
C  -0.08  2.70  -0.16
C  -2.63  0.29  0.24
C  -1.34  0.23  -0.60
C  -3.62  -0.84  -0.18
C  -0.03  0.21  0.20
C  4.00  -0.07  -0.40
N  3.45  -1.19  -0.76
N  4.27  0.86  -1.33
N  -4.95  -0.41  0.40
N  4.31  0.18  0.87
O  1.55  -0.92  1.36
O  1.67  1.65  0.92
H  -0.94  -2.52  0.86
H  -0.37  -2.59  -0.77
H  0.67  -3.09  0.57
H  0.38  3.79  -0.10
H  -0.09  2.61  -1.32
H  -1.09  2.83  0.14
H  -3.36  1.19  0.10
H  -2.43  0.34  1.36
H  -1.27  -0.69  -1.16
H  -1.62  0.99  -1.27
H  -3.51  -0.85  -1.29
H  -3.49  -1.92  0.24
H  3.08  -1.28  -1.73
H  3.19  -1.94  -0.04
H  4.40  1.78  -0.98
H  4.61  0.61  -2.22
H  -5.85  -0.78  -0.02
H  -5.21  0.61  0.33
H  -5.08  -0.74  1.39
H  4.96  0.90  0.97
H  1.75  0.07  1.57
H  3.74  -0.27  1.55

## Properties
* net charge: +2
* DFT total energy: -725.0464 a.u.
* HOMO energy: -14.955 eV
* HOMO-LUMO gap: 0.33898 hartree
* relative energy (zero: lowest compared OMol25 entry of this formula, charge and spin): 0.310 eV

# 3
Below is 2 unconnected molecules or ions with the total composition C9H22NO2P2, with properties calculated with the ωB97M-V functional and the def2-TZVPD basis.

Atoms and positions in Å:
C  0.86  -1.98  -0.88
C  0.15  -0.63  -0.93
P  1.28  0.72  -1.58
C  0.73  1.00  -3.24
P  1.90  1.30  -4.50
C  3.03  -0.16  -4.35
O  3.07  2.45  -3.95
C  0.60  2.13  -0.59
C  0.99  2.09  0.89
H  0.21  -2.78  -0.51
H  1.20  -2.27  -1.88
H  1.75  -1.92  -0.25
H  -0.21  -0.38  0.07
H  -0.72  -0.71  -1.60
H  -0.08  1.73  -3.33
H  3.48  -0.22  -3.35
H  2.43  -1.06  -4.50
H  3.81  -0.13  -5.11
H  3.89  2.03  -3.70
H  1.02  3.02  -1.07
H  -0.49  2.20  -0.69
H  0.40  1.35  1.44
H  2.04  1.80  0.99
H  0.85  3.06  1.37
C  -2.06  0.01  4.31
O  -1.16  0.74  3.96
N  -2.62  -0.94  3.53
C  -3.69  -1.79  4.03
C  -2.15  -1.13  2.17
H  -2.50  0.05  5.32
H  -3.40  -2.84  4.00
H  -4.60  -1.67  3.43
H  -3.92  -1.52  5.06
H  -1.09  -1.39  2.15
H  -2.28  -0.22  1.58
H  -2.72  -1.94  1.72

## Properties
* net charge: -1
* DFT total energy: -1244.0725 a.u.
* HOMO energy: -2.903 eV
* HOMO-LUMO gap: 0.19433 hartree
* relative energy (zero: lowest compared OMol25 entry of this formula, charge and spin): 0.000 eV

# 4
Below is 2 unconnected molecules or ions with the total composition C9H22NO2S at a distorted geometry, with properties calculated with the ωB97M-V functional and the def2-TZVPD basis.

Atoms and positions in Å:
C  -2.61  -0.10  -2.31
S  -3.37  -0.24  -0.58
O  -2.91  1.15  0.29
C  -1.87  0.86  1.28
C  -0.32  0.92  0.66
C  0.62  0.22  1.80
C  -0.02  2.49  0.34
C  -0.45  2.74  -1.26
C  1.51  3.00  0.47
H  -1.49  0.23  -2.30
H  -3.30  0.66  -2.90
H  -2.71  -1.17  -2.79
H  -2.82  -1.35  0.10
H  -2.04  -0.19  1.82
H  -1.93  1.69  2.13
H  -0.32  0.28  -0.34
H  0.30  -0.93  1.84
H  0.43  0.63  2.90
H  1.78  0.20  1.53
H  -0.77  3.16  0.98
H  -0.14  3.84  -1.57
H  0.18  1.97  -1.89
H  -1.59  2.57  -1.46
H  2.29  2.22  0.86
H  1.55  4.01  1.11
H  1.90  3.33  -0.61
O  0.46  -2.64  0.04
C  1.53  -3.21  -0.09
N  2.37  -2.89  -1.12
C  2.01  -4.28  0.84
H  3.27  -3.34  -1.27
H  2.07  -2.18  -1.76
H  1.30  -5.11  0.83
H  2.08  -3.87  1.85
H  3.00  -4.66  0.56

## Properties
* net charge: +1
* DFT total energy: -959.1286 a.u.
* HOMO energy: -12.751 eV
* HOMO-LUMO gap: 0.31187 hartree
* relative energy (zero: lowest compared OMol25 entry of this formula, charge and spin): 1.714 eV

# 5
Below is a molecular structure, C9H23Be2ClN2O5 at a distorted geometry, with properties calculated with the ωB97M-V functional and the def2-TZVPD basis.

Atoms and positions in Å:
Be  -17.90  -3.88  -6.20
Be  -16.46  -9.78  -5.61
N  -22.07  -7.60  -7.25
H  -21.94  -8.61  -7.29
H  -21.44  -7.18  -7.93
H  -21.88  -7.35  -6.27
H  -23.05  -7.31  -7.35
Cl  -18.08  -7.41  -8.23
O  -17.46  -7.77  -9.47
O  -17.52  -8.23  -7.21
O  -17.88  -6.05  -7.87
O  -19.49  -7.72  -8.31
C  -19.40  -3.48  -12.83
C  -19.45  -5.03  -12.92
C  -19.78  -5.62  -14.30
C  -18.60  -5.74  -15.29
C  -17.55  -6.58  -14.59
C  -17.08  -5.97  -13.25
N  -18.18  -5.56  -12.43
O  -17.86  -5.18  -11.18
C  -16.32  -7.08  -12.48
C  -16.09  -4.76  -13.49
C  -20.59  -5.53  -12.02
H  -19.19  -3.17  -11.81
H  -18.67  -3.03  -13.50
H  -20.39  -3.09  -13.04
H  -20.21  -6.62  -14.39
H  -20.49  -4.95  -14.79
H  -18.85  -6.24  -16.23
H  -18.21  -4.79  -15.66
H  -16.68  -6.59  -15.25
H  -17.84  -7.63  -14.46
H  -15.65  -7.61  -13.16
H  -17.04  -7.72  -11.98
H  -15.62  -6.71  -11.73
H  -16.64  -3.88  -13.85
H  -15.34  -5.00  -14.24
H  -15.47  -4.49  -12.63
H  -20.47  -5.26  -10.96
H  -21.57  -5.15  -12.31
H  -20.62  -6.62  -11.96
H  -18.04  -5.99  -10.61

## Properties
* net charge: +4
* DFT total energy: -1329.8253 a.u.
* HOMO energy: -19.145 eV
* HOMO-LUMO gap: 0.08975 hartree
* relative energy (zero: lowest compared OMol25 entry of this formula, charge and spin): 0.072 eV

# 6
Below is a molecular structure, C9H23Be2ClN2O5 at a distorted geometry, with properties calculated with the ωB97M-V functional and the def2-TZVPD basis.

Atoms and positions in Å:
Be  -6.60  -3.70  1.74
Be  -4.53  -4.53  -3.58
N  -2.67  0.72  1.30
H  -2.78  0.89  2.29
H  -1.96  1.37  1.02
H  -3.56  1.07  0.98
H  -2.34  -0.19  0.99
Cl  -3.84  -2.97  0.05
O  -2.86  -2.08  0.59
O  -4.01  -4.05  1.01
O  -5.06  -2.37  -0.14
O  -3.41  -3.47  -1.25
C  0.47  2.82  0.80
C  1.43  1.94  -0.04
C  2.68  1.52  0.78
C  2.50  0.24  1.58
C  2.48  -0.81  0.43
C  1.27  -0.58  -0.50
N  0.56  0.78  -0.28
O  -0.62  0.95  -1.00
C  1.66  -0.78  -1.96
C  0.20  -1.64  0.00
C  1.90  2.64  -1.33
H  -0.24  3.31  0.14
H  -0.12  2.36  1.59
H  1.00  3.67  1.23
H  3.63  1.46  0.25
H  2.69  2.32  1.52
H  3.32  0.16  2.30
H  1.59  0.22  2.17
H  2.60  -1.82  0.82
H  3.38  -0.63  -0.17
H  2.35  -0.02  -2.34
H  0.71  -0.72  -2.49
H  2.05  -1.79  -2.06
H  0.67  -2.59  0.26
H  -0.57  -1.94  -0.71
H  -0.02  -1.37  1.04
H  2.73  2.11  -1.80
H  1.20  2.80  -2.16
H  2.47  3.56  -1.19
H  -0.37  1.14  -1.90

## Properties
* multiplicity: 2
* net charge: +5
* DFT total energy: -1329.0012 a.u.
* HOMO energy (alpha / beta): -23.919 / -23.318 eV
* HOMO-LUMO gap (alpha / beta): 0.07267 / 0.05636 hartree

# 7
Below is 7 unconnected molecules or ions with the total composition C9H23Br4N5O10 at a distorted geometry, with properties calculated with the ωB97M-V functional and the def2-TZVPD basis.

Atoms and positions in Å:
C  -1.52  5.00  -1.03
N  -2.07  6.35  -0.72
O  -1.45  7.34  -1.07
O  -3.16  6.38  -0.19
H  -1.63  4.44  -0.11
H  -0.48  5.20  -1.23
H  -2.16  4.51  -1.78
C  0.05  -3.82  0.61
N  0.45  -4.70  -0.48
O  -0.40  -4.95  -1.33
O  1.62  -5.06  -0.55
H  0.94  -3.48  1.13
H  -0.60  -4.40  1.24
H  -0.39  -2.91  0.21
C  -2.56  0.22  -2.51
N  -2.58  0.82  -1.15
O  -2.76  2.02  -1.06
O  -2.38  0.08  -0.21
H  -3.47  0.60  -2.99
H  -2.55  -0.86  -2.47
H  -1.77  0.70  -3.10
C  -4.28  1.54  2.69
N  -2.91  2.14  2.80
O  -2.76  3.25  2.35
O  -2.05  1.44  3.29
H  -4.98  2.34  2.91
H  -4.27  0.71  3.38
H  -4.34  1.11  1.69
C  1.00  -2.99  -3.77
N  0.98  -1.88  -2.77
O  -0.04  -1.72  -2.12
O  2.00  -1.22  -2.66
H  0.25  -2.81  -4.56
H  0.63  -3.86  -3.22
H  1.95  -3.12  -4.27
Br  7.31  -2.40  3.18
C  5.47  -2.63  2.41
C  5.17  -1.42  1.66
Br  3.63  -1.80  0.48
H  4.86  -2.82  3.29
H  5.58  -3.48  1.75
H  6.00  -1.12  1.02
H  4.87  -0.57  2.27
Br  0.67  2.51  -0.78
C  0.49  1.72  1.00
C  0.71  0.26  0.75
Br  0.69  -0.66  2.53
H  -0.50  1.94  1.38
H  1.20  2.22  1.66
H  1.64  0.01  0.26
H  -0.12  -0.18  0.20

## Properties
* DFT total energy: -11678.4791 a.u.
* SMILES: C[N+](=O)[O-].C[N+](=O)[O-].C[N+](=O)[O-].C[N+](=O)[O-].C[N+](=O)[O-].BrCCBr.BrCCBr
* HOMO energy: -10.019 eV
* HOMO-LUMO gap: 0.35737 hartree
* relative energy (zero: lowest compared OMol25 entry of this formula, charge and spin): 0.000 eV

# 8
Below is 2 unconnected molecules or ions with the total composition C9H23ClFN5 at a distorted geometry, with properties calculated with the ωB97M-V functional and the def2-TZVPD basis.

Atoms and positions in Å:
C  2.06  0.75  2.72
C  0.62  0.85  2.23
N  0.53  1.83  1.08
C  0.70  1.17  -0.06
N  1.96  1.12  -0.62
C  2.17  2.06  -1.72
N  3.56  1.92  -2.12
N  -0.32  0.60  -0.64
Cl  -1.83  0.76  0.12
C  -0.26  -0.11  -1.91
C  -1.06  -1.43  -1.93
C  -1.03  -2.25  -0.62
C  -2.46  -2.55  -0.10
C  -2.70  -2.20  1.38
N  -3.89  -1.37  1.62
H  2.69  0.43  1.91
H  2.42  1.73  3.03
H  2.17  0.01  3.50
H  -0.08  1.12  3.00
H  0.33  -0.12  1.85
H  1.36  2.44  1.12
H  2.20  0.17  -0.88
H  1.95  3.08  -1.27
H  1.52  1.89  -2.58
H  4.14  2.51  -1.55
H  3.68  2.23  -3.08
H  0.74  -0.31  -2.23
H  -0.69  0.55  -2.65
H  -0.58  -2.04  -2.69
H  -2.05  -1.25  -2.30
H  -0.56  -3.21  -0.79
H  -0.48  -1.76  0.18
H  -3.23  -2.06  -0.69
H  -2.63  -3.61  -0.22
H  -2.87  -3.14  1.90
H  -1.85  -1.72  1.85
H  -3.64  -0.53  2.13
H  -4.31  -1.04  0.76
F  1.70  3.49  0.27

## Properties
* DFT total energy: -1190.4016 a.u.
* HOMO energy: -8.348 eV
* HOMO-LUMO gap: 0.31051 hartree

# 9
Below is a molecular structure, C9H23ClI2NP2Ru at a distorted geometry, with properties calculated with the ωB97M-V functional and the def2-TZVPD basis.

Atoms and positions in Å:
I  0.90  0.90  -6.43
I  -1.80  0.94  -6.71
Ru  -0.68  0.02  -0.30
P  -0.79  -2.13  -0.71
C  -0.65  -2.83  -2.37
C  0.50  -3.02  0.23
H  0.33  -4.10  0.12
H  -2.21  -4.00  -0.12
H  0.46  -2.74  1.29
H  -2.49  -2.56  0.95
H  0.29  -2.49  -2.83
H  1.49  -2.76  -0.17
C  -2.31  -2.90  -0.08
H  -0.68  -3.93  -2.33
H  -3.14  -2.57  -0.72
H  -1.50  -2.46  -2.98
P  -0.78  2.19  -0.08
C  -0.65  3.33  -1.48
C  -2.31  2.75  0.74
H  0.46  2.22  2.01
H  0.34  3.85  1.27
H  1.50  2.64  0.62
C  0.51  2.78  1.07
H  -2.48  2.13  1.63
H  -2.21  3.81  1.02
H  -0.68  4.38  -1.12
H  -1.50  3.15  -2.16
H  -3.14  2.62  0.04
H  0.29  3.15  -2.01
Cl  -1.29  -0.31  1.92
C  2.67  -0.22  3.21
C  3.13  -0.29  1.75
C  2.08  -0.15  0.78
N  1.14  -0.04  0.09
H  2.24  0.78  3.42
H  3.52  -0.38  3.88
H  1.91  -1.00  3.41
H  3.89  0.47  1.58
H  3.64  -1.25  1.58

## Properties
* multiplicity: 5
* net charge: +3
* DFT total energy: -2243.5322 a.u.
* HOMO energy (alpha / beta): -18.449 / -18.874 eV
* HOMO-LUMO gap (alpha / beta): 0.24140 / 0.18918 hartree
* relative energy (zero: lowest compared OMol25 entry of this formula, charge and spin): 0.000 eV

# 10
Below is a molecular structure, C9H23ClN2O5Ti at a distorted geometry, with properties calculated with the ωB97M-V functional and the def2-TZVPD basis.

Atoms and positions in Å:
Ti  1.40  0.52  -0.13
Cl  3.24  2.11  -1.43
O  2.82  -1.73  2.20
C  2.34  -2.43  1.15
O  2.67  -3.61  1.08
O  1.57  -1.89  0.35
H  3.17  -2.54  2.58
C  0.57  1.23  4.24
C  0.64  1.20  2.72
C  0.07  2.49  2.07
O  0.05  2.30  0.65
C  0.14  3.61  -0.02
N  1.93  0.93  2.20
H  -0.47  1.25  4.59
H  1.00  2.17  4.58
H  1.12  0.38  4.64
H  -0.03  0.45  2.31
H  0.69  3.37  2.26
H  -0.94  2.75  2.39
H  1.14  4.02  -0.05
H  -0.50  4.39  0.38
H  -0.19  3.47  -1.05
H  2.57  1.41  2.83
H  2.14  -0.04  2.41
C  -2.20  0.13  -1.47
C  -1.18  -1.02  -1.53
C  -1.62  -2.30  -2.25
O  -2.09  -1.98  -3.55
C  -2.17  -3.12  -4.34
N  0.00  -0.37  -2.05
H  -2.41  0.42  -2.50
H  -1.87  0.92  -0.80
H  -3.20  -0.17  -1.16
H  -1.03  -1.30  -0.48
H  -2.44  -2.77  -1.71
H  -0.77  -2.97  -2.30
H  -2.90  -3.79  -3.87
H  -1.24  -3.66  -4.51
H  -2.61  -2.75  -5.27
H  0.76  -1.03  -2.15
H  -0.15  -0.04  -3.00

## Properties
* multiplicity: 5
* DFT total energy: -2151.9443 a.u.
* HOMO energy (alpha / beta): -4.689 / -8.408 eV
* HOMO-LUMO gap (alpha / beta): 0.18389 / 0.13428 hartree

# 11
Below is 4 unconnected molecules or ions with the total composition C9H23N2O4 at a distorted geometry, with properties calculated with the ωB97M-V functional and the def2-TZVPD basis.

Atoms and positions in Å:
C  3.51  -2.08  -1.24
C  3.12  -0.54  -0.86
O  1.90  -0.38  -0.06
C  0.77  0.13  -0.84
N  -0.27  -0.98  -0.90
C  -0.90  -1.36  0.42
C  -1.90  -2.58  -0.12
N  -1.69  -2.74  -1.62
C  -0.67  -1.74  -2.15
H  2.85  -2.90  -0.71
H  4.62  -2.29  -0.87
H  3.53  -2.28  -2.42
H  3.17  0.11  -1.83
H  4.01  -0.14  -0.17
H  1.02  0.44  -1.95
H  0.35  1.09  -0.29
H  -0.74  -0.95  1.51
H  -2.61  -3.22  0.58
H  -2.17  -3.45  -2.23
H  -0.26  -1.57  -3.25
C  -3.64  0.31  -4.16
O  -2.38  -0.29  -3.88
H  -3.48  1.30  -4.57
H  -4.18  -0.31  -4.88
H  -4.22  0.39  -3.23
H  -2.56  -1.17  -3.51
C  -1.15  2.85  2.26
O  0.16  3.05  1.75
H  -1.61  3.82  2.44
H  -1.74  2.29  1.53
H  -1.09  2.29  3.20
H  0.54  2.17  1.59
C  1.15  1.59  5.36
O  2.15  2.06  4.48
H  1.59  0.88  6.06
H  0.72  2.43  5.91
H  0.37  1.09  4.78
H  1.73  2.68  3.86

## Properties
* net charge: +1
* DFT total energy: -766.6507 a.u.
* HOMO energy: -12.232 eV
* HOMO-LUMO gap: 0.29340 hartree

# 12
Below is 2 unconnected molecules or ions with the total composition C9H23N2S at a distorted geometry, with properties calculated with the ωB97M-V functional and the def2-TZVPD basis.

Atoms and positions in Å:
C  1.13  3.25  1.53
C  0.53  -2.65  1.24
C  -2.12  -1.38  -0.78
C  2.05  2.27  0.82
C  1.69  -2.15  0.38
C  1.84  1.89  -0.65
C  1.24  -1.24  -0.77
C  0.50  1.25  -0.98
C  -3.52  -0.89  -0.65
N  -4.17  -0.52  -1.72
N  0.42  -0.12  -0.22
S  -4.26  -0.63  0.83
H  0.21  2.97  1.80
H  1.22  4.14  0.89
H  1.55  3.49  2.40
H  0.88  -2.99  2.15
H  0.05  -1.74  1.49
H  0.02  -3.42  0.68
H  -1.43  -0.39  -0.59
H  -1.78  -1.72  -1.72
H  -1.59  -1.95  -0.07
H  3.00  2.79  0.79
H  2.08  1.42  1.51
H  2.37  -2.94  0.20
H  2.25  -1.38  0.96
H  1.96  2.76  -1.14
H  2.68  1.29  -0.85
H  2.03  -0.80  -1.36
H  0.49  -1.80  -1.36
H  -0.29  1.91  -0.63
H  0.57  1.11  -2.10
H  -5.06  -0.07  -1.47
H  -4.06  -0.85  -2.69
H  0.75  0.19  0.63
H  -3.21  -1.09  1.43

## Properties
* net charge: +1
* DFT total energy: -864.0672 a.u.
* HOMO energy: -12.087 eV
* HOMO-LUMO gap: 0.30107 hartree
* relative energy (zero: lowest compared OMol25 entry of this formula, charge and spin): 0.035 eV

Question: The highest DFT total energy belongs to which entry?
Answer: C9H22N3O2